Molecular formula: C23H28N7OV
Method: DFT, ωB97M-V/def2-TZVPD

```
60
Properties=species:S:1:pos:R:3:lowdin_spin:R:1
V 0.155 0.158 0.025 1.0069
C 2.892 -0.890 1.023 0.0010
C 2.115 -0.661 2.305 0.0001
N 0.678 -0.797 2.043 -0.0031
C -0.155 -0.255 3.112 0.0001
C -0.155 1.241 2.974 0.0006
C -0.315 2.109 4.039 -0.0003
C -0.272 3.474 3.800 -0.0003
C -0.060 3.924 2.509 -0.0004
C 0.083 2.991 1.495 0.0010
C 0.256 3.391 0.055 0.0020
N 0.758 2.275 -0.761 0.0070
C 2.224 2.249 -0.956 0.0030
C 2.916 1.375 0.071 0.0037
N 2.403 0.003 -0.047 0.0033
N 0.031 1.677 1.722 0.0005
H 2.741 -1.918 0.692 0.0001
H 3.962 -0.757 1.208 -0.0001
H 2.293 0.349 2.682 0.0000
H 2.464 -1.354 3.077 -0.0002
H 0.443 -1.768 1.863 0.0004
H 0.189 -0.544 4.111 0.0000
H -1.172 -0.633 2.985 0.0002
H -0.457 1.718 5.037 0.0000
H -0.389 4.177 4.614 0.0000
H -0.003 4.982 2.286 0.0000
H 0.897 4.274 -0.020 -0.0001
H -0.724 3.675 -0.338 0.0002
H 0.342 2.377 -1.676 0.0011
H 2.643 3.259 -0.937 0.0002
H 2.410 1.837 -1.951 0.0000
H 2.700 1.742 1.075 0.0000
H 4.000 1.424 -0.072 0.0004
H 2.703 -0.371 -0.943 -0.0001
O -1.891 -3.392 -0.649 -0.0018
C -1.460 -2.315 -0.259 0.0013
N -0.202 -1.832 -0.354 0.0059
C 0.626 -2.458 -1.354 0.0011
C 0.726 -1.490 -2.513 -0.0028
C 1.219 -1.873 -3.753 0.0002
C 1.197 -0.983 -4.809 -0.0045
C 0.645 0.272 -4.597 0.0001
C 0.192 0.583 -3.333 -0.0036
N 0.261 -0.247 -2.280 -0.0037
C -2.399 -1.299 0.328 -0.0089
C -3.672 -1.661 0.731 0.0011
C -4.531 -0.684 1.199 -0.0117
C -4.088 0.633 1.221 0.0011
C -2.806 0.918 0.799 -0.0053
N -1.945 -0.024 0.371 0.0044
H 0.176 -3.394 -1.698 -0.0001
H 1.626 -2.713 -0.984 -0.0001
H 1.589 -2.882 -3.883 0.0001
H 1.568 -1.269 -5.784 -0.0003
H 0.548 0.989 -5.400 0.0001
H -0.295 1.538 -3.169 -0.0002
H -3.952 -2.702 0.650 0.0003
H -5.530 -0.937 1.528 -0.0008
H -4.731 1.436 1.553 0.0004
H -2.446 1.939 0.807 0.0004
```

Calculated values
- HOMO energy (alpha / beta) (eV) = -9.00 / -8.13
- charge = +1
- ΔE to the lowest compared entry with this formula, charge and spin (kcal per mole) = 0.0
- LUMO (alpha / beta) (eV) = -2.267 / -2.369
- <S²> = 0.7734
- frontier orbital gap (alpha / beta) (eV) = 6.7 / 5.8
- 2S+1 = 2

Molecular formula: C23H29B11Br6CdO2P2
Method: DFT, ωB97M-V/def2-TZVPD

```
74
Properties=species:S:1:pos:R:3:lowdin_charge:R:1
Cd -0.364 -0.381 0.243 1.0422
Br -1.991 -1.000 -1.970 0.8322
B -3.577 -0.538 -0.839 -0.8948
B -5.234 -0.738 -1.334 -0.2343
C -6.020 -1.371 -0.001 0.0390
B -4.521 -1.969 -0.206 -0.2449
B -5.193 -1.430 1.374 -0.2484
B -6.250 0.094 1.069 -0.2524
B -7.042 -0.539 -0.551 0.0620
B -4.490 0.924 -1.039 -0.8694
Br -4.057 2.077 -2.546 0.8300
B -5.051 1.447 0.463 -0.8776
Br -5.436 3.283 0.930 0.8734
B -4.518 0.347 1.685 -0.9319
Br -4.246 0.785 3.551 0.8975
B -3.583 -0.975 0.924 -0.8482
Br -2.005 -1.835 1.825 0.8324
B -3.458 0.716 0.363 -0.9678
Br -1.795 1.821 0.605 0.8555
H -5.553 -1.042 -2.432 0.1643
H -7.139 0.585 0.291 0.1876
H -4.245 -3.093 -0.442 0.1621
H -5.499 -2.072 2.314 0.1689
H -6.902 -0.014 2.058 0.1607
H -7.824 -0.214 -1.367 0.1547
O 1.373 -3.052 1.496 0.3248
C 2.257 -2.524 1.048 -0.0275
C 3.409 -2.059 0.421 -0.1832
C 4.606 -2.693 0.811 0.0371
C 5.762 -2.397 0.126 -0.0055
C 5.718 -1.509 -0.945 0.0274
C 4.526 -0.892 -1.324 -0.0330
C 3.349 -1.136 -0.645 -0.2620
P 1.801 -0.287 -1.154 1.0105
C 1.693 -0.644 -2.916 -0.3993
C 2.155 0.237 -3.893 -0.0761
C 2.066 -0.120 -5.230 -0.0427
C 1.527 -1.348 -5.590 -0.0370
C 1.067 -2.227 -4.619 -0.0510
C 1.144 -1.875 -3.282 -0.1403
C 2.158 1.475 -0.950 -0.3976
C 3.242 1.976 -0.238 -0.0930
C 3.372 3.348 -0.058 -0.0598
C 2.421 4.214 -0.578 -0.0419
C 1.328 3.714 -1.278 -0.0470
C 1.191 2.349 -1.462 -0.1371
H 4.606 -3.408 1.625 0.1444
H 6.693 -2.867 0.412 0.1345
H 6.624 -1.295 -1.498 0.1363
H 4.518 -0.208 -2.164 0.1304
H 2.570 1.197 -3.616 0.1103
H 2.416 0.562 -5.992 0.1202
H 1.457 -1.618 -6.635 0.1214
H 0.639 -3.179 -4.904 0.1197
H 0.765 -2.554 -2.525 0.0911
H 3.990 1.313 0.178 0.1017
H 4.224 3.739 0.482 0.1175
H 2.530 5.281 -0.441 0.1207
H 0.586 4.388 -1.683 0.1239
H 0.339 1.962 -2.014 0.1056
C 2.748 1.239 3.551 -0.1519
P 1.234 0.310 3.361 0.5729
C -0.115 1.417 3.729 -0.1809
C 1.215 -0.960 4.622 -0.1517
O 1.163 -0.310 1.961 -0.5528
H 2.805 1.687 4.543 0.0747
H 2.773 2.027 2.796 0.0510
H 3.604 0.579 3.408 0.0626
H -0.022 1.752 4.763 0.0790
H -1.073 0.909 3.606 0.0190
H -0.084 2.286 3.073 0.0440
H 1.272 -0.508 5.613 0.0742
H 2.064 -1.633 4.496 0.0612
H 0.286 -1.527 4.545 0.0620
```

Calculated values
- HOMO energy (eV) = -12.81
- charge = +2
- ΔE to the lowest compared entry with this formula, charge and spin (kcal per mole) = 0.0
- LUMO (eV) = -7.587
- frontier orbital gap (eV) = 5.2

Molecular formula: C23H29BFeN11OSSe
Method: DFT, ωB97M-V/def2-TZVPD

```
68
Properties=species:S:1:pos:R:3:lowdin_spin:R:1
Fe 11.751 12.115 7.770 4.1632
C 10.053 15.152 7.645 0.0028
C 11.514 15.066 7.934 0.0334
C 12.421 16.181 8.182 0.0139
C 13.639 15.562 8.333 0.0332
N 13.564 14.211 8.296 0.0058
N 12.236 13.929 7.949 0.0993
B 14.455 13.031 8.885 -0.0001
N 13.466 12.332 9.969 0.0085
C 13.622 11.904 11.251 0.0418
C 12.520 11.193 11.677 0.0173
C 11.796 10.971 10.472 0.0366
C 10.655 9.983 10.333 0.0023
N 12.335 11.725 9.506 0.1531
N 14.667 12.005 7.760 0.0071
C 15.791 11.422 7.225 0.0153
C 15.419 10.689 6.066 0.0094
C 14.025 10.854 5.934 0.0172
C 13.161 10.454 4.794 0.0006
N 13.582 11.557 6.971 0.1269
N 15.785 13.441 9.394 -0.0001
C 16.834 14.044 8.697 0.0001
C 17.472 14.926 9.502 0.0001
C 16.693 14.895 10.745 0.0000
C 16.905 15.753 11.940 0.0000
N 15.768 13.986 10.704 0.0002
H 9.395 15.476 8.475 0.0007
H 9.817 15.716 6.766 0.0006
H 9.614 14.127 7.513 0.0004
H 12.073 17.164 8.077 0.0008
H 14.561 16.075 8.542 0.0019
H 14.436 12.343 11.821 0.0024
H 12.188 10.818 12.651 0.0011
H 10.278 9.683 11.298 0.0000
H 9.795 10.353 9.741 0.0001
H 10.992 9.070 9.803 0.0010
H 16.741 11.443 7.783 0.0011
H 16.006 9.953 5.471 0.0012
H 13.532 10.951 3.887 0.0002
H 13.242 9.394 4.668 -0.0002
H 12.148 10.783 4.926 0.0005
H 17.044 13.774 7.653 0.0001
H 18.293 15.533 9.290 0.0000
H 16.817 16.825 11.720 0.0000
H 16.146 15.542 12.693 0.0000
H 17.947 15.638 12.271 0.0000
Se 11.141 8.690 6.589 0.0033
N 9.385 8.734 6.214 0.0432
C 8.856 9.947 6.322 0.0022
C 7.479 10.310 6.020 0.0082
C 7.116 11.623 6.349 -0.0016
C 7.964 12.490 7.006 0.0073
N 9.234 12.133 7.346 0.0391
C 9.723 10.959 6.962 0.0367
N 10.976 10.500 7.129 0.0607
H 6.668 9.670 5.562 0.0004
H 6.163 12.043 6.085 0.0001
H 7.633 13.461 7.373 0.0002
C 14.575 5.690 8.795 -0.0001
S 12.903 5.719 8.013 -0.0002
C 12.020 4.310 8.654 0.0000
O 13.109 5.450 6.552 0.0000
H 15.116 6.590 8.428 0.0000
H 15.143 4.805 8.415 0.0000
H 14.313 5.623 9.886 0.0000
H 11.767 4.615 9.665 0.0000
H 12.710 3.432 8.669 0.0000
H 11.109 4.152 8.019 0.0000
```

Calculated values
- HOMO energy (alpha / beta) (eV) = -13.11 / -13.11
- charge = +2
- LUMO (alpha / beta) (eV) = -8.256 / -8.502
- <S²> = 8.7662
- frontier orbital gap (alpha / beta) (eV) = 4.9 / 4.6
- 2S+1 = 6

Molecular formula: C23H29F5N7O3Pb
Method: DFT, ωB97M-V/def2-TZVPD

```
68
Properties=species:S:1:pos:R:3:lowdin_charge:R:1
Pb 0.864 0.457 0.073 1.5601
C 0.060 5.040 -1.142 0.0102
C 0.120 3.547 -1.076 -0.2454
N 1.144 2.847 -0.829 -0.0485
C 2.510 3.250 -0.644 -0.1687
C 3.422 2.217 -1.370 -0.1678
N 2.698 0.978 -1.707 -0.1571
C 3.529 -0.167 -2.116 -0.1926
C 3.716 -1.210 -1.015 -0.1960
N 2.471 -1.651 -0.382 -0.1586
C 1.661 -2.693 -1.028 -0.1842
C 0.771 -2.218 -2.173 -0.1788
N 0.008 -1.031 -1.835 0.0061
C -1.207 -0.846 -2.156 -0.2661
C -2.144 -1.813 -2.804 0.0009
C -1.752 0.534 -1.875 -0.1995
C -3.072 0.930 -2.075 0.0225
C -3.386 2.269 -1.887 -0.0136
C -2.395 3.188 -1.554 0.0174
C -1.107 2.712 -1.364 -0.1956
N -0.842 1.416 -1.495 0.0421
H -0.032 5.446 -0.132 0.1092
H -0.782 5.393 -1.731 0.0776
H 0.974 5.443 -1.576 0.0851
H 2.705 3.237 0.432 0.1243
H 2.727 4.258 -1.005 0.1152
H 4.266 1.957 -0.731 0.1228
H 3.838 2.671 -2.276 0.1220
H 2.047 1.183 -2.456 0.1077
H 4.520 0.160 -2.447 0.1258
H 3.056 -0.626 -2.984 0.1085
H 4.335 -0.779 -0.224 0.1233
H 4.282 -2.049 -1.438 0.1265
H 2.686 -1.978 0.551 0.1146
H 1.014 -3.097 -0.252 0.1053
H 2.286 -3.510 -1.410 0.1310
H 0.152 -3.066 -2.464 0.1035
H 1.382 -1.949 -3.040 0.1185
H -1.652 -2.719 -3.140 0.0757
H -2.646 -1.351 -3.654 0.0954
H -2.903 -2.101 -2.073 0.1076
H -3.831 0.222 -2.371 0.1195
H -4.405 2.605 -2.026 0.1217
H -2.635 4.236 -1.446 0.1166
C -0.153 1.548 5.561 -0.0382
O 0.648 1.942 4.441 0.0017
C 0.203 1.789 3.194 -0.5892
O 0.886 2.199 2.268 -0.0481
N -1.016 1.197 3.043 0.0240
N -1.449 0.871 1.754 0.0025
H 0.391 1.878 6.439 0.1008
H -0.265 0.463 5.598 0.0987
H -1.127 2.038 5.538 0.1004
H -1.442 0.705 3.810 0.1177
H -2.310 1.361 1.547 0.1005
H -1.546 -0.147 1.625 0.0341
F -2.578 -6.253 3.177 0.1179
C -2.184 -5.122 2.584 -0.1551
C -1.918 -5.090 1.226 -0.1527
F -2.057 -6.197 0.496 0.1229
C -1.513 -3.915 0.623 -0.1368
F -1.274 -3.932 -0.711 0.0703
C -1.345 -2.699 1.316 -0.3195
O -0.968 -1.601 0.743 -0.2013
C -1.628 -2.793 2.692 -0.1313
F -1.490 -1.673 3.448 0.0675
C -2.034 -3.955 3.314 -0.1528
F -2.283 -3.956 4.625 0.1215
```

Calculated values
- HOMO energy (eV) = -9.68
- charge = +1
- LUMO (eV) = -3.315
- frontier orbital gap (eV) = 6.4

Molecular formula: C23H29F6N3O4PdS2
Method: DFT, ωB97M-V/def2-TZVPD

```
68
Properties=species:S:1:pos:R:3:lowdin_spin:R:1
Pd 0.529 -0.143 0.183 0.8582
F 5.063 -0.404 1.622 0.0001
C 4.789 -1.606 1.127 -0.0001
F 5.403 -1.727 -0.052 0.0000
F 5.265 -2.531 1.954 0.0000
S 2.957 -1.876 0.869 0.0017
O 2.708 -1.408 -0.471 0.0016
O 2.701 -3.247 1.180 0.0007
N 2.392 -0.802 1.922 0.0143
S 1.012 -0.964 2.701 0.0015
O 0.616 0.317 3.192 -0.0022
O 0.054 -1.827 2.027 0.0275
C 1.432 -1.920 4.223 0.0004
F 0.306 -2.106 4.923 0.0003
F 1.955 -3.104 3.929 0.0004
F 2.296 -1.250 4.984 0.0003
C 0.221 -3.449 -1.317 0.0013
C -0.625 -2.468 -2.127 0.0022
C -0.727 -2.904 -3.587 0.0005
C -1.983 -2.300 -1.482 0.0150
C -2.912 -3.334 -1.530 -0.0013
C -4.126 -3.226 -0.876 0.0102
C -4.417 -2.095 -0.134 -0.0011
C -3.529 -1.025 -0.047 0.0141
C -3.898 0.113 0.896 0.0010
C -4.513 1.335 0.211 -0.0004
C -2.802 0.524 1.881 0.0003
C -2.341 -1.148 -0.776 0.0165
N -1.376 -0.082 -0.768 0.2477
C -1.627 0.973 -1.458 -0.0189
C -0.674 2.043 -1.418 0.2755
C -0.787 3.366 -1.954 0.0438
C 0.343 4.016 -1.576 0.1634
C 1.154 3.040 -0.816 0.2127
N 0.512 1.891 -0.752 0.0454
C 2.466 3.320 -0.157 0.0237
C 3.293 4.274 -1.024 0.0081
C 3.255 2.042 0.106 0.0029
C 2.136 4.009 1.183 0.0215
H 1.228 -3.514 -1.728 0.0001
H -0.225 -4.445 -1.340 0.0001
H 0.312 -3.149 -0.271 0.0007
H -0.110 -1.502 -2.114 0.0002
H -1.117 -3.920 -3.675 0.0001
H 0.261 -2.898 -4.047 0.0000
H -1.378 -2.247 -4.165 0.0000
H -2.672 -4.237 -2.075 0.0000
H -4.836 -4.041 -0.918 0.0006
H -5.343 -2.042 0.423 0.0000
H -4.696 -0.322 1.506 0.0000
H -3.752 1.963 -0.252 -0.0007
H -5.019 1.959 0.948 -0.0001
H -5.238 1.058 -0.555 0.0001
H -2.025 1.135 1.422 -0.0002
H -2.312 -0.339 2.330 -0.0001
H -3.242 1.117 2.683 0.0001
H -2.535 1.077 -2.045 -0.0023
H -1.617 3.741 -2.528 -0.0018
H 0.622 5.036 -1.779 0.0069
H 3.520 3.836 -1.996 0.0005
H 4.238 4.476 -0.520 0.0012
H 2.796 5.232 -1.178 0.0002
H 3.379 1.449 -0.802 0.0000
H 2.785 1.410 0.856 0.0006
H 4.245 2.309 0.479 0.0002
H 1.589 4.940 1.033 0.0008
H 3.071 4.246 1.694 0.0039
H 1.551 3.354 1.828 0.0001
```

Calculated values
- HOMO energy (alpha / beta) (eV) = -8.68 / -8.97
- LUMO (alpha / beta) (eV) = -0.370 / -2.993
- <S²> = 2.0399
- frontier orbital gap (alpha / beta) (eV) = 8.3 / 6.0
- 2S+1 = 3

Molecular formula: C23H29HgN2O13S
Method: DFT, ωB97M-V/def2-TZVPD

```
69
Properties=species:S:1:pos:R:3:lowdin_charge:R:1
Hg -3.860 -0.306 2.973 1.3493
C -1.049 -0.220 1.154 -0.2192
O -1.854 -0.371 2.267 -0.4185
H -0.029 -0.593 1.370 0.1017
H -1.369 -0.845 0.308 0.0754
H -0.894 0.824 0.857 0.0646
C -1.256 3.236 2.536 -0.1779
C -1.813 3.967 1.306 -0.1554
O -0.683 4.530 0.635 -0.1999
S 0.717 4.075 1.294 0.6146
O 1.172 5.089 2.167 -0.1836
O 1.603 3.456 0.386 -0.1967
O 0.057 2.890 2.161 -0.1946
H -1.887 2.385 2.765 0.1001
H -1.195 3.966 3.346 0.1373
H -2.508 4.736 1.633 0.1377
H -2.256 3.285 0.577 0.1106
C 5.544 2.314 -1.037 -0.0519
C 4.714 1.362 -1.616 -0.0533
C 3.920 0.552 -0.823 -0.0099
C 3.906 0.787 0.537 -0.1625
C 4.605 1.831 1.117 -0.0056
C 5.496 2.541 0.337 -0.0529
N 3.003 -0.021 1.360 -0.3465
O 2.546 -1.055 0.895 0.0500
O 2.771 0.355 2.492 0.0745
H 6.121 2.957 -1.689 0.1123
H 4.777 1.202 -2.685 0.1167
H 3.361 -0.263 -1.260 0.1212
H 4.455 2.080 2.158 0.1234
H 6.136 3.307 0.753 0.1122
C -1.304 -4.052 1.206 -0.0835
C -1.490 -5.275 0.573 -0.0699
C -0.616 -6.327 0.809 0.0027
C 0.565 -6.037 1.466 -0.1487
C 0.828 -4.805 2.028 0.0098
C -0.178 -3.851 1.996 -0.0607
N 1.596 -7.081 1.590 -0.3614
O 1.225 -8.218 1.784 0.0993
O 2.746 -6.718 1.455 0.0958
H -2.006 -3.249 1.015 0.0800
H -2.400 -5.470 0.019 0.1067
H -0.719 -7.251 0.256 0.1274
H 1.770 -4.599 2.515 0.1284
H -0.031 -2.882 2.457 0.0984
O -4.559 -1.335 1.060 -0.0730
C -4.351 -1.237 -0.141 -0.4795
O -4.338 -2.307 -0.884 0.0846
C -3.862 -2.056 -2.221 -0.0877
C -3.946 -0.535 -2.383 -0.1221
C -4.093 0.011 -0.952 -0.0513
H -4.432 -2.614 -2.954 0.1374
H -2.814 -2.347 -2.292 0.1345
H -4.781 -0.214 -3.005 0.1221
H -3.091 -0.081 -2.882 0.1137
H -4.973 0.649 -0.913 0.1378
H -3.178 0.501 -0.621 0.1076
O 2.033 2.796 -4.418 0.1479
C 1.345 2.598 -3.471 -0.4575
O 1.331 1.360 -2.884 0.0224
C 0.431 1.309 -1.797 -0.1839
C -0.531 2.471 -2.030 -0.1501
C 0.365 3.501 -2.724 -0.0537
H 0.941 1.447 -0.843 0.0992
H -0.163 0.394 -1.751 0.1140
H -0.883 2.948 -1.115 0.0752
H -1.413 2.248 -2.631 0.1126
H 0.925 4.208 -2.116 0.1231
H -0.201 4.044 -3.480 0.1291
```

Calculated values
- HOMO energy (eV) = -11.65
- charge = +1
- LUMO (eV) = -7.810
- frontier orbital gap (eV) = 3.8